C34H39BFeO3S2 | ωB97M-V/def2-TZVPD

Values from the calculation:
Charge: 0
Expectation value of S²: 6.0746
Kohn-Sham gap (spin up / spin down): 5.508 / 5.854 eV
Multiplicity: 5
ΔE to the lowest compared entry with this formula, charge and spin: 0.0 kJ/mol
HOMO (spin up / spin down): -4.92 / -7.33 eV

Last column: Mulliken charge in e.
Atoms and positions in Å:
1 H -3.2013 -0.6755 0.2342  0.663
2 H 3.7431 -3.9921 -0.0356  0.406
3 H 4.8452 -2.3537 3.4124  0.388
4 H -2.2521 -3.1380 3.4266  0.670
5 C -0.6374 3.6219 2.2034  0.660
6 C 2.8264 2.4136 1.5254  0.773
7 C -2.7063 -3.6296 2.5735  -0.528
8 C -2.8426 1.5353 1.6478  0.092
9 H 4.1707 3.6602 0.4346  0.406
10 C -4.3108 -4.3075 0.9990  -0.827
11 C -1.2977 -1.9070 0.4364  1.287
12 C -3.1932 -5.2340 0.9264  -0.748
13 H -5.3406 2.9443 1.9363  0.105
14 C -3.1944 1.4667 3.0122  0.568
15 C -2.6209 -1.5409 -0.0690  0.321
16 H 4.3437 1.9217 0.1212  0.255
17 C 2.9588 -2.8089 2.4776  1.942
18 C 3.1552 -2.1834 1.0256  1.603
19 S 1.3729 2.7129 0.6715  -0.254
20 C -2.4170 4.9605 2.8695  -0.610
21 H 5.0802 -2.8970 0.3748  0.353
22 H -4.4640 4.8677 0.5058  0.213
23 H 4.6947 -0.6999 1.3961  0.395
24 H 3.5194 -2.6590 4.5453  0.452
25 H 3.6009 -0.3095 0.0596  0.587
26 C -0.9008 -3.1077 -0.3193  -0.486
27 C -1.2159 0.1760 3.4772  -0.562
28 H -3.3494 6.0983 -0.1626  0.382
29 H -0.9911 4.0229 4.3062  0.455
30 S -1.3139 4.1740 0.6872  -0.315
31 H -1.8888 -4.2111 -2.0254  0.456
32 O -4.3942 1.8938 3.4993  -0.534
33 H 3.0418 -0.1133 1.7284  -0.282
34 C -0.4806 -1.2909 1.5806  -1.771
35 C -2.5805 5.0060 1.4922  0.719
36 H 3.3785 1.7248 3.5155  0.375
37 O 1.5632 -2.5574 2.7734  -0.552
38 C 3.7779 -2.1854 3.5911  -1.768
39 H -3.9037 -2.3805 -1.7201  0.487
40 H 0.0632 -3.6060 -0.2480  0.622
41 B 0.9819 -2.2226 1.5716  1.439
42 H -4.6715 -2.5269 2.3666  0.479
43 Fe -2.6207 -3.3812 0.6037  -0.306
44 C -3.7059 5.6243 0.7587  -1.251
45 H -3.1455 -6.1330 0.3193  0.478
46 C 4.1477 2.6650 0.9012  -1.398
47 H -3.4800 2.0774 0.9414  0.507
48 C 4.0331 -2.9416 0.0531  -1.995
49 H 4.2058 -4.5887 2.3946  0.388
50 H 3.9649 -2.4734 -0.9378  0.437
51 H -3.1085 5.4727 3.5346  0.408
52 H -5.2487 -4.3932 0.4571  0.487
53 C 1.2350 2.2851 3.2376  -0.811
54 C -1.0448 -0.0133 2.0891  2.284
55 H -5.6044 1.1550 1.9206  0.293
56 C -4.0062 -3.3118 2.0134  -0.628
57 H -0.5446 -0.3388 4.1695  0.498
58 H -1.4157 0.9190 0.1784  0.152
59 O 1.8154 -2.1782 0.4785  -0.672
60 C 0.4353 2.7211 2.1747  0.289
61 C -3.0060 -2.4640 -1.1150  -1.207
62 C -1.9410 -3.4273 -1.2742  -1.163
63 C 3.1485 -4.3242 2.5071  -1.992
64 C -1.7086 0.8684 1.2271  -0.815
65 H 2.5702 -4.8263 1.7177  0.312
66 H -1.2761 -5.3323 2.1407  0.519
67 C 3.6474 -0.7458 1.0668  -1.591
68 C 2.5763 2.0693 2.8563  -0.480
69 C -5.4891 2.0469 2.5607  -0.632
70 H 0.8410 2.1530 4.2416  0.511
71 H -0.6515 -1.9588 2.4747  -0.372
72 H -6.3676 2.1735 3.1993  0.300
73 H 4.9393 2.6133 1.6558  0.324
74 C -2.2791 0.9178 3.9430  -1.168
75 H -2.4906 1.0393 5.0038  0.420
76 H 3.5967 -1.1081 3.6899  0.182
77 H 2.8105 -4.7084 3.4777  0.469
78 C -2.1959 -4.8096 1.8958  -0.569
79 H -4.1805 6.3751 1.3958  0.361
80 C -1.3068 4.1918 3.2812  -0.884

C32H35ClN4O5 | ωB97M-V/def2-TZVPD

Values from the calculation:
Structure (SMILES): O=C(CCCC(=O)N(c1ccc2c(c1)OCCO2)[C@@H](C(=O)NC1CCCCC1)c1ccc(Cl)cc1)Nc1ccccn1
Charge: 0
Kohn-Sham gap: 9.180 eV
HOMO: -8.56 eV

Last column: Mulliken charge in e.
Atoms and positions in Å:
1 H 2.4810 -2.2980 2.2808  0.459
2 H -3.5141 -0.8993 -1.7701  0.426
3 H -1.7118 -2.5564 -1.6649  0.004
4 C -2.1903 -3.3153 0.3043  -1.082
5 C 2.8193 2.0710 -0.4215  -0.480
6 C -2.1510 -2.1943 -0.7274  0.440
7 H 2.9994 1.1640 -0.9759  0.674
8 H -3.9852 -1.2560 -0.1043  0.309
9 H 4.4484 7.3746 0.3608  0.349
10 C 3.1544 -1.8388 1.5563  -1.028
11 H -0.6958 -4.9261 -4.1650  0.420
12 C 2.2377 0.3173 2.5228  -1.573
13 H 1.5828 -1.7218 -2.4510  0.445
14 C -3.0817 -4.4540 -0.1819  -0.708
15 C -3.6963 3.1491 1.0122  0.363
16 C 1.7575 2.1228 0.4719  -1.926
17 H 4.0773 -2.4245 1.5214  0.530
18 H 2.4625 1.3720 2.6740  0.350
19 H 4.4450 3.1729 -1.2881  0.473
20 H -3.1124 -5.2433 0.5716  0.406
21 C -3.2927 3.2629 -0.3086  -1.022
22 C 3.1038 6.4415 1.7957  -0.453
23 H -2.6528 -4.8761 -1.0931  0.177
24 H -4.0509 -3.2177 -2.4449  0.357
25 C -1.8458 1.7061 1.4721  0.333
26 H -1.3004 1.0952 2.1737  0.539
27 C 0.4358 -3.2288 -3.4680  -0.623
28 C 3.3729 4.3515 0.1149  0.526
29 C -0.1580 -4.4779 -3.3444  -0.379
30 H -0.4750 -6.1153 -1.9745  0.483
31 H 0.2112 1.6403 -1.2057  0.355
32 H -1.0819 -1.0743 0.7501  0.427
33 H -1.8391 2.6782 -1.7566  0.510
34 H -3.8619 3.8662 -0.9982  0.454
35 O -0.8514 -0.2196 -2.2608  -0.728
36 C -0.0422 -5.1356 -2.1319  -0.654
37 H -5.1121 -4.7726 -0.8365  0.392
38 H 4.2548 -0.3846 2.7150  0.487
39 C 2.3150 4.3935 1.0305  0.295
40 C 3.4701 -0.3978 1.9567  -0.479
41 C 1.0222 0.1354 1.6294  0.813
42 H -2.5799 -2.9172 1.2442  0.538
43 C 3.6382 6.6446 0.3791  -0.460
44 H -5.4608 -2.4605 -1.6976  0.400
45 C -0.7891 -0.1970 -1.0468  -0.555
46 C 1.1594 -3.4317 -1.2152  0.340
47 C 1.5006 3.2809 1.1900  0.180
48 C 2.5451 -1.8999 0.1623  0.359
49 O 0.2408 -0.7796 1.8720  -0.685
50 H 0.3641 -2.6730 -4.3902  0.424
51 H 3.9181 6.0842 2.4411  0.278
52 H 2.6920 7.3660 2.2023  0.353
53 H -4.9413 -3.5766 0.4510  0.339
54 C 1.1160 -2.6885 -2.3929  -0.120
55 C -4.4516 -2.8303 -1.5056  -0.847
56 O 4.1750 5.4374 -0.1152  -0.481
57 Cl -5.1125 3.9832 1.5496  -0.226
58 H 2.8197 6.9837 -0.2704  0.290
59 C -0.2068 1.0755 -0.3646  -0.078
60 H -3.3038 2.2862 2.9304  0.436
61 C -4.4922 -3.9511 -0.4717  -0.791
62 C 3.6199 3.1825 -0.5947  -1.200
63 H 3.8342 0.1353 1.0771  0.226
64 H 1.6684 -3.6668 0.7140  0.373
65 C -3.5683 -1.6875 -1.0177  -0.743
66 N 1.7934 -3.0124 -0.0478  0.045
67 O 2.7603 -1.0575 -0.6820  -0.660
68 C -2.9781 2.3724 1.9056  -1.205
69 N 0.5946 -4.6293 -1.0901  -0.625
70 O 2.0501 5.5029 1.7889  -0.472
71 H -1.1807 -3.6880 0.4826  0.256
72 C -1.4167 1.8190 0.1555  0.203
73 N 0.8799 1.0018 0.6139  1.719
74 C -2.1553 2.5997 -0.7275  -0.249
75 N -1.3347 -1.1001 -0.2370  0.753
76 H 0.6750 3.3376 1.8819  0.656
77 H 1.9786 -0.1327 3.4843  0.571

Across the entries above, DFT total energy takes the values -98762.0735, -62475.0445 eV, respectively.